[1]
{"formula": "C66H64FO16SSi", "method": "wB97M-V/def2-TZVPD", "symbols": ["C", "C", "S", "F", "C", "C", "C", "C", "C", "C", "C", "C", "Si", "C", "C", "C", "C", "C", "C", "C", "C", "H", "H", "H", "H", "H", "H", "H", "H", "H", "H", "H", "H", "H", "H", "H", "H", "H", "H", "H", "H", "H", "H", "H", "H", "H", "H", "H", "H", "H", "H", "H", "H", "C", "C", "C", "O", "C", "C", "C", "O", "H", "H", "H", "H", "C", "C", "C", "O", "C", "C", "C", "O", "H", "H", "H", "H", "C", "C", "C", "O", "C", "C", "C", "O", "H", "H", "H", "H", "C", "C", "C", "O", "C", "C", "C", "O", "H", "H", "H", "H", "C", "C", "C", "O", "C", "C", "C", "O", "H", "H", "H", "H", "C", "C", "C", "O", "C", "C", "C", "O", "H", "H", "H", "H", "C", "C", "C", "O", "C", "C", "C", "O", "H", "H", "H", "H", "C", "C", "C", "O", "C", "C", "C", "O", "H", "H", "H", "H"], "xyz": [[1.08, 0.71, 4.79], [1.38, -0.61, 3.94], [2.29, -0.24, 2.38], [2.33, 1.37, 2.12], [1.21, -0.89, 1.06], [1.46, -2.43, 0.76], [0.47, -2.81, -0.42], [1.24, -3.08, -1.79], [1.15, -4.62, -2.16], [2.62, -5.19, -2.36], [2.82, -5.79, -3.83], [3.46, -7.24, -3.81], [5.23, -7.35, -4.54], [5.09, -8.15, -6.28], [6.10, -5.68, -4.72], [6.21, -8.50, -3.33], [5.62, -9.85, -3.17], [6.24, -10.79, -2.25], [7.44, -10.35, -1.55], [8.03, -9.04, -1.69], [7.42, -8.08, -2.60], [0.35, 1.31, 4.18], [2.05, 1.24, 4.93], [0.57, 0.44, 5.74], [0.37, -1.04, 3.67], [1.92, -1.40, 4.52], [0.15, -0.78, 1.43], [1.33, -0.35, 0.09], [2.54, -2.53, 0.46], [1.28, -3.04, 1.68], [-0.18, -1.91, -0.60], [-0.21, -3.63, -0.11], [0.80, -2.51, -2.65], [2.29, -2.71, -1.64], [0.52, -4.82, -3.06], [0.67, -5.17, -1.31], [3.43, -4.42, -2.24], [2.81, -5.97, -1.57], [1.84, -5.87, -4.37], [3.43, -5.05, -4.41], [2.84, -8.02, -4.34], [3.49, -7.57, -2.73], [4.82, -7.31, -6.99], [4.27, -8.90, -6.35], [6.05, -8.61, -6.63], [5.50, -4.95, -5.34], [7.09, -5.79, -5.24], [6.26, -5.28, -3.68], [4.68, -10.10, -3.72], [5.77, -11.79, -2.12], [7.91, -11.07, -0.85], [8.93, -8.71, -1.13], [7.77, -7.04, -2.78], [-3.35, -1.06, 4.16], [-2.91, -0.90, 2.92], [-2.87, -2.04, 1.97], [-2.46, -1.90, 0.83], [-3.35, -3.35, 2.45], [-3.80, -3.51, 3.69], [-3.84, -2.37, 4.65], [-4.25, -2.52, 5.78], [-3.39, -0.24, 4.87], [-2.55, 0.05, 2.55], [-3.32, -4.17, 1.74], [-4.16, -4.46, 4.06], [6.02, -4.20, 1.65], [6.50, -4.05, 0.42], [6.52, -5.19, -0.54], [6.96, -5.05, -1.66], [5.99, -6.49, -0.07], [5.52, -6.64, 1.17], [5.50, -5.50, 2.12], [5.06, -5.63, 3.25], [6.00, -3.38, 2.36], [6.89, -3.11, 0.05], [6.02, -7.31, -0.78], [5.13, -7.58, 1.53], [2.36, 5.40, 3.67], [1.62, 4.30, 3.78], [0.31, 4.31, 4.48], [-0.36, 3.30, 4.58], [-0.14, 5.60, 5.05], [0.60, 6.70, 4.94], [1.90, 6.69, 4.24], [2.57, 7.69, 4.13], [3.31, 5.41, 3.16], [1.94, 3.35, 3.37], [-1.10, 5.59, 5.56], [0.28, 7.64, 5.35], [-1.79, 2.66, -1.15], [-1.34, 2.81, -2.40], [-1.30, 1.68, -3.35], [-0.89, 1.82, -4.48], [-1.79, 0.36, -2.87], [-2.24, 0.21, -1.62], [-2.28, 1.34, -0.67], [-2.69, 1.20, 0.46], [-1.83, 3.47, -0.44], [-0.98, 3.77, -2.77], [-1.76, -0.45, -3.58], [-2.60, -0.75, -1.25], [-4.74, 0.85, -9.20], [-5.10, 0.45, -7.98], [-4.29, 0.80, -6.79], [-4.62, 0.44, -5.67], [-3.07, 1.60, -7.00], [-2.70, 1.99, -8.22], [-3.51, 1.65, -9.41], [-3.18, 2.01, -10.52], [-5.31, 0.60, -10.08], [-6.00, -0.13, -7.81], [-2.49, 1.84, -6.12], [-1.81, 2.58, -8.39], [0.19, 10.33, 3.91], [0.23, 11.63, 3.65], [-0.99, 12.39, 3.28], [-0.94, 13.57, 3.03], [-2.26, 11.64, 3.21], [-2.31, 10.33, 3.48], [-1.09, 9.58, 3.85], [-1.13, 8.39, 4.10], [1.07, 9.76, 4.19], [1.16, 12.20, 3.69], [-3.14, 12.20, 2.94], [-3.23, 9.77, 3.44], [-9.45, 3.21, -3.07], [-8.31, 3.36, -2.41], [-7.10, 2.58, -2.78], [-6.05, 2.72, -2.18], [-7.22, 1.64, -3.92], [-8.36, 1.50, -4.59], [-9.57, 2.27, -4.21], [-10.61, 2.14, -4.82], [-10.35, 3.76, -2.81], [-8.21, 4.04, -1.58], [-6.32, 1.09, -4.18], [-8.46, 0.82, -5.42], [-3.16, 8.13, 6.71], [-3.55, 6.86, 6.85], [-4.14, 6.38, 8.12], [-4.49, 5.22, 8.25], [-4.27, 7.35, 9.23], [-3.88, 8.61, 9.09], [-3.29, 9.10, 7.82], [-2.94, 10.25, 7.69], [-2.74, 8.50, 5.79], [-3.47, 6.14, 6.05], [-4.69, 6.97, 10.15], [-3.96, 9.34, 9.89]], "multiplicity": 1, "total_energy_ha": -4544.1339, "charge": 1, "e_homo_ev": -10.2770}

***

[2]
{"formula": "C66H65IN6PS3Tc", "method": "wB97M-V/def2-TZVPD", "symbols": ["Tc", "C", "C", "C", "C", "C", "C", "C", "C", "C", "C", "C", "C", "C", "C", "C", "C", "N", "C", "C", "C", "N", "C", "C", "C", "N", "C", "C", "C", "C", "C", "C", "C", "C", "C", "C", "C", "C", "N", "C", "C", "H", "H", "H", "H", "H", "H", "H", "H", "H", "H", "H", "H", "H", "H", "H", "H", "H", "H", "H", "H", "H", "H", "H", "H", "H", "H", "H", "H", "H", "H", "H", "H", "H", "H", "H", "H", "H", "H", "H", "H", "H", "H", "H", "H", "I", "C", "C", "C", "C", "C", "C", "C", "C", "C", "P", "C", "C", "C", "C", "C", "C", "C", "C", "C", "C", "C", "C", "C", "H", "H", "H", "H", "H", "H", "H", "H", "H", "H", "H", "H", "H", "H", "H", "H", "S", "C", "S", "C", "N", "N", "C", "C", "C", "C", "C", "C", "S", "H", "H", "H", "H", "H"], "xyz": [[-0.37, -0.02, 0.40], [-1.17, -5.64, -0.91], [-0.97, -4.86, -2.21], [-1.22, -3.41, -1.98], [-2.36, -2.68, -2.21], [-3.66, -3.14, -2.76], [-4.62, -3.52, -1.63], [-2.15, -1.39, -1.62], [-3.07, -0.35, -1.62], [-3.05, 0.73, -0.76], [-4.08, 1.73, -0.67], [-5.18, 1.90, -1.67], [-6.34, 0.93, -1.42], [-3.84, 2.44, 0.48], [-2.65, 1.87, 1.08], [-2.13, 2.16, 2.33], [-0.99, 1.59, 2.89], [-0.08, 0.84, 2.19], [1.01, 0.67, 3.01], [2.21, 0.08, 2.62], [2.37, -0.70, 1.48], [1.33, -1.08, 0.67], [1.80, -2.10, -0.11], [0.99, -2.85, -0.94], [-0.32, -2.54, -1.26], [-0.93, -1.34, -0.99], [3.20, -2.30, 0.14], [3.57, -1.40, 1.09], [4.92, -1.14, 1.65], [5.19, -1.98, 2.90], [4.03, -3.33, -0.55], [3.85, -4.71, 0.07], [0.74, 1.22, 4.30], [-0.51, 1.79, 4.23], [-1.29, 2.39, 5.34], [-2.24, 1.34, 5.93], [1.62, 1.13, 5.50], [2.44, 2.41, 5.71], [-2.16, 0.87, 0.28], [-4.65, 3.56, 1.03], [-5.65, 3.06, 2.08], [-0.94, -6.69, -1.05], [-2.20, -5.55, -0.57], [-0.53, -5.24, -0.12], [-1.66, -5.24, -2.97], [0.05, -5.01, -2.57], [-3.51, -4.01, -3.41], [-4.11, -2.35, -3.36], [-4.20, -4.33, -1.03], [-5.57, -3.85, -2.04], [-4.80, -2.67, -0.97], [-3.90, -0.43, -2.31], [-4.78, 1.73, -2.68], [-5.55, 2.92, -1.63], [-6.03, -0.10, -1.54], [-7.15, 1.13, -2.11], [-6.72, 1.07, -0.41], [-2.67, 2.87, 2.93], [3.06, 0.20, 3.26], [1.40, -3.75, -1.38], [5.03, -0.08, 1.90], [5.67, -1.38, 0.89], [4.37, -1.90, 3.61], [6.10, -1.64, 3.39], [5.31, -3.03, 2.63], [5.08, -3.04, -0.50], [3.74, -3.35, -1.61], [4.11, -4.69, 1.13], [4.49, -5.43, -0.43], [2.82, -5.05, -0.02], [-1.88, 3.23, 4.98], [-0.62, 2.76, 6.11], [-2.93, 0.98, 5.17], [-2.80, 1.76, 6.76], [-1.67, 0.49, 6.30], [2.30, 0.28, 5.39], [1.00, 0.95, 6.38], [3.10, 2.60, 4.87], [3.05, 2.31, 6.61], [1.79, 3.27, 5.83], [-5.19, 4.04, 0.22], [-3.99, 4.31, 1.49], [-6.36, 2.37, 1.63], [-6.21, 3.90, 2.49], [-5.13, 2.55, 2.88], [2.07, -1.21, -3.75], [2.99, -0.12, -5.32], [4.18, -0.66, -5.75], [4.92, -0.05, -6.76], [4.44, 1.09, -7.35], [3.20, 1.63, -6.95], [2.71, 2.76, -7.64], [1.51, 3.31, -7.33], [0.78, 2.78, -6.26], [1.23, 1.71, -5.53], [0.24, 1.31, -4.03], [-0.12, 2.98, -3.40], [0.89, 3.94, -3.40], [0.69, 5.15, -2.77], [-0.51, 5.41, -2.12], [-1.49, 4.44, -2.07], [-1.30, 3.22, -2.69], [-1.34, 0.71, -4.75], [-1.52, -0.66, -4.87], [-2.70, -1.17, -5.37], [-3.73, -0.32, -5.72], [-3.56, 1.05, -5.61], [-2.37, 1.57, -5.14], [2.44, 1.05, -5.88], [4.55, -1.57, -5.31], [5.86, -0.48, -7.07], [4.98, 1.59, -8.13], [3.32, 3.17, -8.43], [1.12, 4.16, -7.88], [-0.16, 3.26, -6.00], [1.83, 3.73, -3.90], [1.48, 5.89, -2.79], [-0.65, 6.37, -1.64], [-2.41, 4.63, -1.53], [-2.06, 2.45, -2.62], [-0.74, -1.34, -4.56], [-2.82, -2.24, -5.47], [-4.67, -0.72, -6.09], [-4.36, 1.72, -5.89], [-2.25, 2.64, -5.07], [4.81, 3.66, 2.82], [3.53, 3.41, 1.84], [3.53, 2.28, 0.47], [1.78, 2.51, 0.37], [1.33, 3.39, 1.18], [2.27, 3.91, 1.97], [1.87, 4.87, 2.93], [0.63, 4.70, 3.54], [0.21, 5.60, 4.51], [1.01, 6.69, 4.84], [2.22, 6.87, 4.20], [2.67, 5.96, 3.25], [0.84, 1.65, -0.81], [0.02, 3.86, 3.26], [-0.73, 5.44, 5.00], [0.67, 7.40, 5.58], [2.84, 7.73, 4.44], [3.62, 6.11, 2.78]], "multiplicity": 4, "total_energy_ha": -4796.8398, "charge": 1, "e_homo_ev": [-9.0617, -9.0677], "e_above_lowest_ev": 1.113, "s_squared": 3.891}

***

[3]
{"formula": "C66H73F7N4O3S", "method": "wB97M-V/def2-TZVPD", "symbols": ["C", "C", "C", "C", "N", "C", "C", "O", "C", "C", "O", "C", "C", "C", "C", "C", "C", "C", "C", "C", "C", "C", "C", "C", "C", "C", "C", "N", "C", "C", "S", "C", "N", "N", "C", "O", "C", "C", "F", "H", "H", "H", "H", "H", "H", "H", "H", "H", "H", "H", "H", "H", "H", "H", "H", "H", "H", "H", "H", "H", "H", "H", "H", "H", "H", "H", "H", "H", "H", "H", "H", "H", "H", "H", "H", "H", "H", "H", "H", "H", "H", "H", "F", "C", "C", "C", "C", "C", "C", "H", "H", "H", "H", "H", "F", "C", "C", "C", "C", "C", "C", "H", "H", "H", "H", "H", "F", "C", "C", "C", "C", "C", "C", "H", "H", "H", "H", "H", "F", "C", "C", "C", "C", "C", "C", "H", "H", "H", "H", "H", "F", "C", "C", "C", "C", "C", "C", "H", "H", "H", "H", "H", "F", "C", "C", "C", "C", "C", "C", "H", "H", "H", "H", "H"], "xyz": [[3.96, -1.45, -0.32], [5.52, -1.90, -0.17], [5.88, -3.47, -0.35], [7.56, -3.51, -0.37], [8.87, -3.52, -0.46], [5.49, -4.45, 0.92], [4.96, -3.68, 2.26], [4.59, -4.72, 3.25], [3.14, -4.77, 3.49], [2.31, -5.70, 2.41], [0.84, -5.57, 2.50], [0.27, -4.82, 1.38], [0.96, -3.36, 0.92], [0.40, -2.42, -0.30], [-0.97, -2.86, -1.13], [-1.49, -1.82, -2.31], [-0.11, -1.33, -3.11], [-2.40, -2.59, -3.48], [-2.19, -0.45, -1.75], [-3.31, -0.65, -0.57], [-2.65, -0.78, 0.96], [-4.41, -1.84, -0.85], [-4.18, 0.77, -0.53], [-1.67, -4.28, -0.71], [-1.08, -5.25, 0.52], [5.43, -4.18, -1.77], [6.18, -5.68, -1.66], [6.73, -6.87, -1.58], [6.09, -3.54, -3.12], [5.60, -2.07, -3.59], [7.00, -0.77, -3.69], [6.19, 0.75, -2.87], [6.89, 1.78, -1.98], [5.84, 2.64, -1.63], [4.48, 2.24, -2.23], [4.72, 1.03, -3.04], [3.84, -4.55, -1.87], [3.13, -4.34, -3.32], [3.65, -6.02, -1.55], [3.40, -1.86, -1.27], [3.97, -0.26, -0.46], [3.27, -1.65, 0.59], [6.15, -1.29, -0.98], [5.90, -1.47, 0.87], [6.46, -5.06, 1.26], [4.70, -5.28, 0.66], [4.03, -3.00, 2.12], [5.82, -3.02, 2.74], [2.63, -3.71, 3.63], [3.01, -5.31, 4.54], [2.63, -5.56, 1.29], [2.57, -6.83, 2.69], [1.92, -3.06, 1.56], [1.02, -1.43, -0.54], [-0.43, -0.77, -4.12], [0.59, -2.24, -3.34], [0.50, -0.53, -2.49], [-3.14, -3.39, -3.04], [-2.97, -1.71, -4.05], [-1.63, -3.02, -4.26], [-1.32, 0.21, -1.28], [-2.64, 0.18, -2.65], [-2.40, -1.94, 1.10], [-1.64, -0.19, 1.07], [-3.44, -0.52, 1.78], [-4.66, -1.80, -2.01], [-5.41, -1.51, -0.30], [-4.09, -2.91, -0.50], [-3.38, 1.62, -0.29], [-4.77, 0.98, -1.52], [-4.87, 0.70, 0.43], [-2.65, -4.59, -1.28], [-1.64, -6.25, 0.80], [7.29, -3.52, -3.13], [5.83, -4.29, -4.01], [5.22, -2.16, -4.72], [4.70, -1.60, -3.00], [3.43, 2.73, -2.10], [3.16, -4.01, -1.04], [2.87, -3.20, -3.44], [3.72, -4.81, -4.22], [2.08, -4.91, -3.29], [-3.17, 0.53, -4.55], [-3.93, 1.57, -4.92], [-3.88, 2.75, -4.19], [-4.68, 3.83, -4.58], [-5.52, 3.71, -5.68], [-5.57, 2.52, -6.40], [-4.77, 1.44, -6.02], [-3.22, 2.82, -3.33], [-4.64, 4.76, -4.02], [-6.15, 4.55, -5.98], [-6.24, 2.43, -7.26], [-4.79, 0.51, -6.58], [-4.72, 5.96, -2.12], [-3.49, 6.42, -1.88], [-2.92, 7.34, -2.77], [-1.64, 7.82, -2.52], [-0.93, 7.38, -1.40], [-1.51, 6.46, -0.52], [-2.79, 5.98, -0.77], [-3.49, 7.66, -3.63], [-1.19, 8.55, -3.20], [0.07, 7.76, -1.21], [-0.95, 6.11, 0.34], [-3.26, 5.27, -0.09], [-8.49, 2.56, -5.67], [-9.26, 3.60, -6.03], [-9.20, 4.78, -5.31], [-10.00, 5.86, -5.69], [-10.85, 5.74, -6.80], [-10.89, 4.55, -7.52], [-10.09, 3.47, -7.14], [-8.55, 4.85, -4.45], [-9.96, 6.79, -5.13], [-11.47, 6.58, -7.09], [-11.56, 4.46, -8.37], [-10.11, 2.54, -7.69], [3.85, -1.92, 6.39], [5.04, -2.42, 6.77], [5.88, -1.66, 7.57], [7.11, -2.17, 7.97], [7.49, -3.45, 7.55], [6.65, -4.21, 6.74], [5.41, -3.69, 6.35], [5.56, -0.66, 7.88], [7.77, -1.59, 8.60], [8.46, -3.85, 7.85], [6.95, -5.20, 6.41], [4.74, -4.27, 5.73], [6.45, -3.80, 11.66], [5.16, -3.79, 11.32], [4.20, -3.56, 12.29], [2.85, -3.55, 11.94], [2.47, -3.77, 10.61], [3.45, -4.01, 9.64], [4.80, -4.01, 9.99], [4.51, -3.40, 13.32], [2.09, -3.36, 12.70], [1.42, -3.76, 10.34], [3.15, -4.19, 8.61], [5.57, -4.19, 9.25], [-4.21, 7.65, 1.62], [-4.98, 8.68, 1.26], [-4.93, 9.87, 1.98], [-5.72, 10.95, 1.60], [-6.57, 10.83, 0.49], [-6.62, 9.63, -0.23], [-5.81, 8.56, 0.15], [-4.27, 9.94, 2.84], [-5.68, 11.88, 2.16], [-7.19, 11.67, 0.20], [-7.28, 9.54, -1.09], [-5.83, 7.62, -0.40]], "multiplicity": 1, "total_energy_ha": -4099.7760, "charge": 0, "e_homo_ev": -8.4187, "smiles": "CC[C@@](C#N)(CCOCCOc1ccc(C(C)(C)CC(C)(C)C)cc1)[C@](C#N)(CCSc1nnco1)[C@@H](C)F.Fc1ccccc1.Fc1ccccc1.Fc1ccccc1.Fc1ccccc1.Fc1ccccc1.Fc1ccccc1"}

***

Q: The lowest charge belongs to which entry?
A: C66H73F7N4O3S

***

Q: The highest multiplicity belongs to which entry?
A: C66H65IN6PS3Tc

***

Q: Among the records above, which one has the lowest charge?
A: C66H73F7N4O3S